DFT (wB97M-V/def2-TZVPD) results for a molecular structure, C17H21Cl2N2O2SbSe3TeZn.

```
50
Properties=species:S:1:pos:R:3:forces:R:3
Te -3.769647 0.880086 -1.619271 0.146 -0.013 0.103
Sb 1.954645 2.986556 -1.140370 0.134 -0.169 0.079
Se -1.267213 1.395021 -1.690860 -0.042 -0.098 -0.360
Se -0.251551 1.957191 -5.263510 0.027 -0.074 0.078
Se -0.188638 0.363999 -3.584567 -0.097 0.204 0.080
Zn -0.030196 0.098252 -0.070546 -0.118 0.210 0.488
Cl 0.171506 4.051998 2.743175 0.017 -0.036 0.005
Cl -1.748522 3.023338 4.675563 0.013 -0.029 -0.039
O -1.104056 0.502970 3.332796 -0.002 -0.031 -0.019
O -0.116532 1.411764 1.513236 -0.053 -0.064 -0.194
N 1.670223 -0.924640 0.219735 -0.023 0.129 -0.074
N -0.865548 -1.505041 1.009135 0.036 -0.021 -0.123
C -0.742893 1.419116 2.610969 0.093 0.063 0.046
C -2.920203 -2.865000 -0.765931 0.015 0.004 0.010
C -3.807252 -5.103336 -0.835114 -0.009 -0.013 -0.041
C 1.161927 4.877124 -1.768887 -0.074 -0.017 -0.046
C 2.655771 -2.422943 1.600985 0.093 0.013 -0.009
C 3.739494 3.836244 -0.230516 -0.070 -0.035 -0.019
C -3.693369 -5.189278 0.542771 -0.001 -0.016 0.034
C 2.999107 -0.863339 0.031650 -0.050 0.070 -0.094
C 1.451224 -1.872167 1.180015 -0.094 -0.112 0.044
C -3.190179 -4.112065 1.263231 0.013 -0.010 0.014
C -3.419398 -3.937390 -1.485591 0.004 0.009 -0.008
C 2.935138 2.592156 -3.004079 0.036 0.016 -0.030
C -2.239987 -1.783975 1.406480 0.018 0.015 0.051
C 0.093487 -2.133660 1.572210 0.075 -0.003 -0.015
C -1.144479 2.877963 3.004802 -0.084 0.060 0.023
C -2.800525 -2.943910 0.620534 -0.035 -0.016 0.008
C 3.656583 -1.772347 0.857174 -0.036 -0.083 0.059
H -1.959743 3.186358 2.355762 0.028 -0.011 -0.009
H 3.622917 3.932247 0.847952 -0.017 0.013 0.020
H -3.513280 -3.852507 -2.560790 -0.004 -0.011 -0.013
H 4.576199 3.167458 -0.435052 0.027 -0.018 0.024
H 3.421599 -0.178212 -0.689124 0.006 0.011 0.014
H 3.693453 3.354825 -3.190901 0.012 0.011 -0.045
H -3.096986 -4.178358 2.341931 -0.007 -0.002 0.007
H -2.831953 -0.885604 1.221407 0.009 -0.015 -0.026
H 1.925628 5.418699 -2.327789 0.004 0.030 -0.005
H -0.095171 -2.864877 2.362501 -0.019 -0.003 -0.015
H 3.952759 4.814273 -0.663617 0.010 0.018 -0.028
H -2.650726 -1.947759 -1.276095 0.005 0.003 0.001
H -3.992742 -6.093105 1.060945 -0.003 -0.002 -0.004
H 2.189256 2.590984 -3.801407 -0.010 0.008 -0.010
H 0.306293 4.683095 -2.415481 0.005 0.021 -0.013
H -4.198728 -5.938689 -1.403689 -0.002 -0.008 0.003
H 4.721833 -1.936631 0.906150 0.008 -0.002 0.002
H 3.400079 1.606220 -2.976147 0.026 0.011 0.024
H 0.838969 5.465744 -0.910624 0.001 -0.011 0.024
H 2.780962 -3.190013 2.350568 0.002 -0.007 -0.001
H -2.279539 -1.998834 2.478283 -0.014 0.011 -0.002
```
Forces are in eV/Å.

LUMO energy = 0.1558 Eh
total charge = -2
energy above the lowest of the compared OMol25 structures with the same formula, charge and spin = 57.9 kJ/mol

Charges obtained by Mulliken population analysis, quoted in units of e:
1 Te -0.70
2 Sb 0.49
3 Se -0.24
4 Se -0.72
5 Se -0.18
6 Zn 0.51
7 Cl -0.20
8 Cl -0.21
9 O -0.65
10 O -0.23
11 N 0.34
12 N 0.35
13 C 0.26
14 C -0.12
15 C -0.36
16 C -1.29
17 C -0.97
18 C -1.39
19 C -0.53
20 C -0.50
21 C 0.13
22 C -0.37
23 C -0.74
24 C -1.14
25 C -1.23
26 C 0.18
27 C 0.10
28 C 0.67
29 C -0.58
30 H 0.24
31 H 0.34
32 H 0.41
33 H 0.39
34 H 0.36
35 H 0.39
36 H 0.32
37 H 0.29
38 H 0.36
39 H 0.37
40 H 0.39
41 H 0.17
42 H 0.35
43 H 0.27
44 H 0.36
45 H 0.34
46 H 0.39
47 H 0.30
48 H 0.36
49 H 0.42
50 H 0.49

DFT (wB97M-V/def2-TZVPD) results for a single C5H7NS2 molecule.

```
15
Properties=species:S:1:pos:R:3:forces:R:3
S 1.327910 -2.390978 0.073621 -0.314 0.428 0.314
S 3.623641 1.018307 -0.165462 1.721 1.925 0.039
N 2.653358 -1.365961 -0.065992 0.467 -1.825 0.723
C 0.248901 -1.082872 0.205839 2.829 3.682 -1.395
C 0.382341 1.536043 -0.103298 -1.505 -0.908 -0.319
C 2.404736 -0.006650 -0.013245 -0.654 -1.817 -0.382
C 1.011563 0.232663 0.020339 -2.555 -5.499 1.498
C -1.230387 -1.254089 0.124057 0.230 3.121 -1.572
H 0.910317 2.053125 -0.835148 0.885 1.174 -1.422
H -0.646130 1.397419 -0.447837 0.049 0.276 0.018
H 3.513614 -1.853495 0.263255 -0.663 1.414 -0.587
H -1.614371 -2.076914 0.700347 -0.313 -0.112 0.136
H 0.373990 2.142568 0.758314 0.097 0.579 1.294
H -1.489160 -1.305904 -1.014548 0.120 -0.153 2.110
H -1.542225 -0.187616 0.486729 -0.395 -2.285 -0.455
```
Forces are in eV/Å.

LUMO energy (alpha / beta) = -0.0010 / -0.0010 Eh
energy above the lowest of the compared OMol25 structures with the same formula, charge and spin = 109.4 kJ/mol
SMILES = Cc1s[nH]c(=S)c1C

Charges obtained by Mulliken population analysis, quoted in units of e:
1 S -0.03
2 S -0.43
3 N -0.17
4 C 0.47
5 C -1.34
6 C -0.09
7 C 0.33
8 C -1.02
9 H 0.42
10 H 0.41
11 H 0.28
12 H 0.42
13 H 0.27
14 H 0.26
15 H 0.24

DFT (wB97M-V/def2-TZVPD) results for a gas-phase ion, C6H3N6O4 (charge -1).

```
19
Properties=species:S:1:pos:R:3:forces:R:3
O 2.974530 -0.175086 -0.032741 -0.215 1.155 0.707
O -2.704949 -0.192914 -2.327510 0.809 -0.785 0.238
O -1.287378 -1.974521 -2.669735 -0.322 0.328 0.255
O 2.799398 1.775183 1.005258 -0.503 -1.342 -0.835
N 2.303435 0.776576 0.430493 -0.286 -0.016 0.316
N 0.420203 -1.474246 1.063290 -0.926 -2.727 -1.806
N 0.070166 -0.464710 3.272247 0.398 -1.135 -1.250
N -1.518617 -0.967843 -2.017067 0.821 1.917 1.426
N -2.831962 0.934413 -1.500276 3.401 -0.999 1.497
N -1.245396 1.814531 0.107134 0.118 1.207 1.683
C 0.323281 -0.613411 -0.266410 3.322 -0.852 1.786
C -1.670286 0.887386 -0.739097 -0.654 -0.895 -2.261
C -0.008652 1.704454 0.603956 0.246 -0.018 0.002
C 0.261135 -1.040812 2.265295 -0.955 2.096 2.893
C -0.812233 -0.257604 -1.063599 -4.933 -0.429 -1.070
C 0.894046 0.682980 0.258160 0.206 0.260 -1.211
H 0.942171 -1.405773 -0.707548 0.375 1.486 -1.392
H 0.334926 2.441242 1.381306 -0.408 -0.519 -1.189
H 0.756181 -2.449845 0.936843 -0.491 1.268 0.213
```
Forces are in eV/Å.

LUMO energy = 0.1041 Eh
total charge = -1
SMILES = N#CN[C@@H]1C(=[N+]([O-])[O-])C=Nc2no[n+]([O-])c21

Charges obtained by Mulliken population analysis, quoted in units of e:
1 O -0.67
2 O -0.20
3 O -0.73
4 O -0.67
5 N 0.98
6 N -0.37
7 N -0.59
8 N 0.72
9 N -0.54
10 N -0.71
11 C -0.01
12 C 0.62
13 C -0.06
14 C 0.51
15 C 0.09
16 C -0.37
17 H 0.36
18 H 0.39
19 H 0.26

DFT (wB97M-V/def2-TZVPD) results for a molecular structure, C19H13NO5PSe2Ti.

```
42
Properties=species:S:1:pos:R:3:forces:R:3
Se -0.724053 -1.507774 -0.000080 -0.422 0.145 0.000
Se 1.117534 1.181298 0.000056 -0.415 0.226 0.000
Ti -1.497962 0.974314 -0.000412 0.586 -0.259 0.000
P 1.375970 -0.975490 0.000258 0.001 -0.091 0.000
O -1.016436 2.776456 -0.000781 0.278 1.142 0.000
O -5.197192 -0.661031 -0.000338 -0.132 -0.047 0.000
O -1.319771 5.015388 -0.001196 -0.014 0.136 0.000
O -6.708779 4.434676 -0.001275 0.117 -0.071 0.000
O -3.000832 -0.130511 -0.000319 -0.877 -0.623 0.000
N -3.315371 2.218859 -0.000656 0.076 -0.118 0.000
C 2.230703 -1.555519 1.456708 0.146 0.011 0.259
C 3.434232 -0.944734 1.817087 -0.026 0.002 0.012
C 2.231275 -1.555733 -1.455761 0.146 0.009 -0.260
C 4.132905 -1.401023 2.920003 -0.018 -0.036 0.014
C -4.304153 4.363408 -0.001136 -0.044 0.002 0.000
C 3.633073 -2.461583 3.667118 0.038 0.019 0.014
C 2.436938 -3.065767 3.314503 -0.034 0.009 -0.046
C -4.339153 0.154739 -0.000416 0.580 -0.180 0.000
C 1.729210 -2.613788 2.208938 0.058 -0.041 -0.016
C 1.729917 -2.613947 -2.208201 0.058 -0.040 0.018
C 4.134140 -1.401630 -2.918226 -0.018 -0.036 -0.016
C -4.507303 1.637610 -0.000634 -0.061 0.021 0.000
C -3.209972 3.536377 -0.000918 -0.009 0.043 0.000
C 3.435084 -0.945180 -1.815655 -0.027 0.002 -0.012
C 3.634441 -2.462137 -3.665554 0.039 0.021 -0.013
C -1.765525 3.917634 -0.000991 0.356 -0.464 0.000
C -5.672967 2.353393 -0.000839 0.002 0.010 0.001
C -5.565382 3.752243 -0.001077 -0.228 0.082 -0.001
C 2.438063 -3.066083 -3.313417 -0.035 0.008 0.045
H 3.822813 -0.105207 -1.252044 -0.024 0.006 0.027
H 4.181412 -2.813857 -4.530382 -0.004 -0.002 0.009
H 4.179720 -2.813179 4.532208 -0.004 -0.002 -0.009
H 0.796072 -3.088363 -1.936908 -0.028 0.010 0.004
H -6.638077 1.866169 -0.000828 0.011 0.005 0.000
H 5.064866 -0.927567 -3.199430 -0.011 -0.004 0.000
H -4.178984 5.438767 -0.001359 0.013 -0.010 0.000
H -6.558055 5.387337 -0.001446 -0.012 0.082 0.000
H 2.049654 -3.889231 3.899340 -0.001 0.010 -0.007
H 0.795568 -3.088382 1.937251 -0.028 0.010 -0.004
H 5.063414 -0.926779 3.201596 -0.010 -0.004 0.000
H 2.050904 -3.889494 -3.898416 -0.001 0.010 0.007
H 3.822053 -0.104695 1.253634 -0.024 0.006 -0.027
```
Forces are in eV/Å.

LUMO energy = -0.2001 Eh
total charge = +1
energy above the lowest of the compared OMol25 structures with the same formula, charge and spin = 169.8 kJ/mol

Charges obtained by Mulliken population analysis, quoted in units of e:
1 Se -0.18
2 Se -0.14
3 Ti 0.87
4 P 0.11
5 O -0.26
6 O -0.51
7 O -0.51
8 O -0.48
9 O -0.21
10 N -0.38
11 C 1.17
12 C -0.37
13 C 1.16
14 C -0.73
15 C -0.36
16 C -0.43
17 C -0.70
18 C 0.19
19 C -0.36
20 C -0.36
21 C -0.73
22 C 0.28
23 C 0.03
24 C -0.37
25 C -0.43
26 C 0.18
27 C -0.46
28 C 0.98
29 C -0.69
30 H 0.24
31 H 0.39
32 H 0.39
33 H 0.26
34 H 0.55
35 H 0.39
36 H 0.45
37 H 0.32
38 H 0.40
39 H 0.26
40 H 0.39
41 H 0.40
42 H 0.24

DFT (wB97M-V/def2-TZVPD) results for 2 unconnected molecules or ions with the total composition C24H47BCl3FNO8P2.

```
87
Properties=species:S:1:pos:R:3:forces:R:3
Cl 3.362782 -0.266505 4.943165 -0.025 -0.032 0.074
Cl 6.256166 -0.117494 5.103626 -0.012 0.006 -0.026
Cl 4.649187 2.238953 5.650905 -0.010 0.000 -0.026
P -0.137622 -0.184536 1.463692 1.589 2.478 -0.040
P -3.903895 -0.511310 -3.222743 0.559 0.941 -3.704
F 0.345388 2.299764 -4.190620 -0.080 -0.549 -0.349
O 4.970062 -0.255853 -0.515686 -0.563 0.871 0.146
O 0.905096 0.239093 -4.876432 -1.932 2.068 1.392
O -5.087766 -1.629232 -3.060600 0.441 0.020 1.783
O -3.908695 -0.329630 -0.080763 0.670 -0.002 -0.778
O 3.957600 -0.430177 1.491922 0.022 0.624 -0.829
O -0.112102 2.327460 -0.176656 -0.552 -0.443 -0.043
O -2.693824 -3.423861 -1.456440 0.624 -0.186 -0.001
O -4.227090 0.868836 -2.420865 -0.126 -0.730 1.351
N -2.496184 -2.023376 -1.191763 -0.797 -0.843 -0.360
C 6.232785 0.135291 0.039326 1.106 -0.347 -0.255
C -4.776422 -2.683203 0.196239 0.227 -0.015 -0.157
C -2.378789 1.467754 1.963704 -0.313 -0.471 -0.022
C 0.190781 -2.685750 2.947379 0.370 0.414 0.098
C 1.005671 -1.431383 -0.757923 0.146 0.302 -0.643
C -0.337025 3.711941 -0.365665 0.572 0.695 0.326
C -1.280566 0.548410 -3.875573 0.786 0.468 -0.050
C -0.222640 4.404096 0.980923 -0.119 -0.716 0.250
C 3.916179 -0.091377 0.324271 0.113 -0.783 1.077
C 4.779298 0.756428 4.704020 0.046 0.013 -0.019
C 1.007978 3.912078 1.741902 -0.474 0.097 -0.048
C -0.897470 0.290627 -1.305694 0.066 -0.480 0.622
C -4.188689 -3.541924 1.338079 0.265 -0.449 -0.791
C -1.744365 0.118167 2.291199 -0.111 -0.625 -0.025
C -1.326766 -2.002041 -0.249997 0.519 0.314 0.347
C 2.115984 -0.547416 -1.329714 -0.091 -0.395 0.291
C -0.339880 -0.781363 -0.319297 -0.473 -1.252 0.666
C -1.131423 -0.400500 -2.673214 -0.571 0.136 0.253
C -2.384101 -1.342373 -2.543034 0.108 0.881 0.588
C 7.092952 0.767736 -1.026109 -0.019 0.083 -0.352
C 0.088788 0.984542 -4.364241 1.866 -1.720 -1.080
C -0.162361 1.620434 -1.393353 -0.002 0.714 -0.209
C 0.840426 -1.348087 2.476621 -1.146 -1.595 0.185
C 2.718423 0.488345 -0.368293 0.307 0.279 -0.769
B -3.756762 -1.625851 -0.362592 -1.037 -0.121 0.835
H 8.008027 1.144727 -0.579576 0.117 0.020 0.185
H 1.160127 4.516225 2.629454 0.279 0.150 0.048
H 0.442642 4.118148 -1.018352 -0.006 -0.009 -0.277
H -0.702272 -2.971524 2.399062 -0.078 -0.059 -0.120
H -3.454234 -3.012533 1.936666 -0.152 0.149 0.351
H -3.373369 1.475104 2.404445 -0.117 0.200 0.162
H -4.971103 -3.969801 1.949278 -0.133 0.166 0.297
H -1.891624 0.557213 -0.939403 -0.078 0.124 0.079
H -0.080195 -2.609133 3.995978 -0.168 -0.075 0.112
H 1.425324 -2.053991 0.027134 -0.169 0.010 0.306
H 2.921139 -1.215281 -1.627957 0.073 -0.143 -0.112
H -2.511414 1.632731 0.901710 0.164 0.134 -0.158
H -2.473822 -0.693240 2.211265 -0.138 -0.085 -0.121
H -0.796117 -2.936158 -0.393603 0.034 -0.131 -0.332
H 1.101741 -0.786583 3.366070 0.000 0.400 -0.012
H 6.602022 1.608080 -1.509908 -0.142 0.068 -0.030
H -4.267688 1.592138 -3.048987 -0.125 0.106 -0.310
H 7.389261 0.054877 -1.789214 -0.092 -0.125 -0.134
H 6.128737 0.844276 0.853578 -0.433 -0.100 0.254
H 1.877185 3.923427 1.089556 0.277 0.131 0.103
H 6.755591 -0.748821 0.389988 -0.128 -0.146 0.385
H 0.846701 2.889096 2.066193 0.080 -0.212 -0.013
H -5.651239 -2.157599 0.575195 -0.043 0.289 0.014
H 1.793985 -1.582321 2.022053 0.149 0.387 -0.328
H 3.103615 1.303677 -0.980752 0.063 0.128 -0.048
H -5.162781 -3.322651 -0.594263 -0.025 -0.208 -0.031
H -5.900467 -1.290574 -3.449277 -0.187 -0.126 -0.200
H -1.502930 0.153161 3.352969 0.265 -0.202 0.130
H 0.754790 -2.140578 -1.548437 0.069 -0.115 -0.137
H -1.871192 1.427309 -3.652620 -0.210 0.072 -0.012
H -3.670033 -4.387468 0.894424 0.196 -0.093 0.023
H -1.741662 -2.088728 0.750209 -0.360 0.075 0.016
H 2.015885 0.929496 0.329717 -0.140 -0.254 0.248
H -0.732162 2.243239 -2.081171 -0.122 -0.054 -0.238
H -1.789261 2.261761 2.399139 0.096 0.230 -0.067
H 4.817982 1.023758 3.656518 -0.030 -0.046 -0.034
H -3.418126 -3.501062 -2.096621 -0.196 0.186 0.012
H 1.782361 -0.113026 -2.265001 -0.012 0.281 -0.058
H 0.916954 -3.487986 2.869761 -0.002 -0.246 -0.024
H -1.112391 4.143904 1.550905 -0.137 0.129 0.168
H -2.186807 -2.123297 -3.270471 -0.330 -0.388 0.003
H -1.699934 0.030401 -4.728130 -0.218 -0.134 -0.118
H -0.303382 -1.038594 -2.967280 0.200 -0.171 0.308
H -1.314802 3.905912 -0.813996 -0.113 -0.126 -0.156
H -0.224660 5.484141 0.875823 0.052 0.145 -0.260
H 0.838833 1.570049 -1.814567 0.119 -0.214 -0.012
H -4.820338 -0.128617 0.142790 -0.097 0.235 0.427
```
Forces are in eV/Å.

LUMO energy = -0.1004 Eh
total charge = +1

Charges obtained by Mulliken population analysis, quoted in units of e:
1 Cl -0.12
2 Cl -0.13
3 Cl -0.14
4 P 0.99
5 P -0.56
6 F -0.25
7 O -0.22
8 O -0.50
9 O -0.35
10 O -0.75
11 O -0.57
12 O 0.27
13 O -0.54
14 O -0.49
15 N 0.26
16 C -0.04
17 C -0.44
18 C -1.37
19 C -1.36
20 C -1.98
21 C -0.75
22 C -1.03
23 C -0.55
24 C -0.46
25 C 0.48
26 C -0.70
27 C 1.99
28 C -1.13
29 C -0.03
30 C -2.05
31 C -1.62
32 C 3.45
33 C -0.19
34 C -0.36
35 C -1.30
36 C 0.21
37 C -3.42
38 C -0.37
39 C 0.54
40 B 0.81
41 H 0.41
42 H 0.42
43 H 0.34
44 H 0.10
45 H 0.18
46 H 0.53
47 H 0.41
48 H -0.47
49 H 0.38
50 H 1.06
51 H 1.00
52 H 0.02
53 H -0.01
54 H 0.05
55 H 0.14
56 H 0.33
57 H 0.40
58 H 0.30
59 H 0.22
60 H 0.27
61 H 0.29
62 H -0.02
63 H 0.49
64 H 0.31
65 H 0.54
66 H 0.32
67 H 0.38
68 H 0.61
69 H 0.81
70 H 0.40
71 H 0.32
72 H -0.11
73 H -0.07
74 H 0.94
75 H 0.37
76 H -0.09
77 H 0.48
78 H 0.09
79 H 0.38
80 H 0.23
81 H 0.91
82 H 0.72
83 H 0.22
84 H 0.33
85 H 0.44
86 H 0.13
87 H 0.29